Entry 1:
This record from the OMol25 dataset describes 2 unconnected molecules or ions with the total composition C10H21FNO6S. The level of theory is the ωB97M-V functional and the def2-TZVPD basis.

## Properties
2S+1: 1
total energy: -1397.5758 Eh
total charge: +1
E_HOMO: -12.9 eV
frontier orbital gap: 9.41 eV

```
40
Properties=species:S:1:pos:R:3:forces:R:3
C -2.348 0.196 0.347 0.090 -0.156 -0.017
C -2.368 -0.120 -1.147 -0.163 0.005 -0.110
O -1.262 -0.932 -1.541 0.195 0.022 0.224
C -0.252 -0.307 -2.271 -0.095 -0.064 -0.142
C 0.377 0.941 -1.622 0.206 0.385 0.136
C 0.055 2.300 -2.261 0.086 -0.172 0.078
C 1.090 3.257 -1.666 -0.181 -0.159 -0.143
N 2.270 2.350 -1.257 0.237 -0.171 -0.253
S 2.777 2.340 0.438 -0.129 0.060 -0.313
O 4.147 2.035 0.389 -0.116 0.017 0.129
O 1.782 1.665 1.162 0.022 0.022 0.103
F 2.594 3.853 0.639 0.176 0.012 0.137
C 1.889 0.941 -1.741 -0.122 0.158 -0.079
H -2.860 -0.582 0.911 0.045 0.042 -0.012
H -2.826 1.152 0.565 -0.035 0.008 -0.029
H -1.322 0.205 0.724 -0.187 0.127 -0.116
H -2.407 0.787 -1.762 0.072 0.013 0.027
H -3.259 -0.698 -1.396 -0.020 0.073 0.006
H -0.601 -0.038 -3.279 0.000 0.029 0.033
H 0.521 -1.071 -2.394 -0.032 -0.004 -0.027
H 0.139 1.013 -0.557 -0.172 -0.341 -0.076
H 0.198 2.241 -3.342 -0.151 -0.018 0.005
H -0.962 2.626 -2.053 0.044 0.101 -0.019
H 1.485 3.962 -2.393 -0.001 0.124 0.154
H 0.727 3.783 -0.789 0.078 -0.020 0.048
H 3.128 2.628 -1.741 -0.053 0.140 -0.039
H 2.434 0.176 -1.191 0.017 0.084 0.090
H 2.182 0.944 -2.793 0.118 -0.226 0.057
C -1.542 -5.090 2.436 -0.030 -0.033 -0.018
O -1.440 -3.738 1.960 -0.010 0.029 0.010
C -0.609 -2.974 2.658 0.059 -0.013 -0.011
O 0.045 -3.307 3.609 -0.022 -0.006 -0.005
O -0.611 -1.748 2.115 0.032 -0.052 0.041
C 0.236 -0.816 2.787 0.000 0.024 0.036
H -2.247 -5.577 1.771 0.002 0.003 0.000
H -0.573 -5.581 2.392 0.006 0.010 0.012
H -1.911 -5.103 3.459 0.014 0.005 0.007
H 1.274 -1.148 2.766 -0.009 -0.020 0.014
H -0.075 -0.679 3.821 0.006 -0.045 0.009
H 0.127 0.117 2.243 0.023 0.006 0.054
```
Positions in Å, forces in eV/Å.

---

Entry 2:
This record from the OMol25 dataset describes a molecular structure, C8H15ClCuO5S in a non-equilibrium geometry. The level of theory is the ωB97M-V functional and the def2-TZVPD basis.

## Properties
2S+1: 2
<S²>: 0.76
total energy: -3188.0656 Eh
total charge: +2
E_HOMO (alpha / beta): -16.2 / -16.2 eV
frontier orbital gap (alpha / beta): 6.66 / 4.34 eV

```
31
Properties=species:S:1:pos:R:3:forces:R:3
C 1.261 -2.323 -0.450 -0.376 0.244 -0.671
C 1.014 -1.822 -1.913 -1.332 -0.782 0.162
C -0.138 -0.827 -1.874 1.886 -2.698 -0.873
O 0.061 0.311 -1.783 -0.442 3.460 0.551
O -1.428 -1.353 -1.911 -0.386 -0.366 0.494
C -2.353 -0.559 -1.201 0.316 0.752 0.290
C -2.208 -0.636 0.344 -1.286 -1.082 -1.030
O -1.237 0.367 0.752 -0.303 0.061 1.452
S -0.996 0.345 2.366 1.601 0.703 -0.544
O -0.511 -0.951 2.768 -0.482 0.110 0.079
O 0.034 1.484 2.620 -1.465 -1.098 -0.841
C 1.411 1.208 2.137 2.551 0.285 -0.241
C 1.913 2.200 1.054 -0.589 0.204 -0.516
C 0.817 2.964 0.306 0.049 0.157 0.123
Cl 2.903 1.252 -0.132 -0.227 0.077 0.505
H 0.630 -3.196 -0.241 0.326 0.096 0.002
H 2.321 -2.567 -0.351 -0.298 -0.044 0.277
H 0.971 -1.532 0.260 0.414 -0.178 -0.073
H 1.890 -1.333 -2.341 -0.248 0.100 0.127
H 0.710 -2.663 -2.549 0.355 0.083 0.127
H -2.316 0.511 -1.458 0.094 -0.312 -0.252
H -3.372 -0.911 -1.519 0.129 0.088 0.695
H -1.921 -1.643 0.676 0.294 0.318 -0.154
H -3.216 -0.449 0.749 0.484 0.403 0.193
H 1.567 0.187 1.770 -0.746 0.064 0.148
H 2.060 1.323 3.013 -0.532 -0.092 0.033
H 2.614 2.909 1.500 -0.172 -0.183 -0.015
H 1.270 3.533 -0.513 -0.051 -0.091 0.271
H 0.059 2.313 -0.140 0.242 0.024 0.148
H 0.337 3.675 0.995 0.071 -0.162 -0.207
Cu -4.148 -1.817 -2.935 0.123 -0.143 -0.258
```
Positions in Å, forces in eV/Å.

---

Entry 3:
This record from the OMol25 dataset describes a single C6H12N2 molecule in a non-equilibrium geometry. The level of theory is the ωB97M-V functional and the def2-TZVPD basis.

## Properties
2S+1: 1
SMILES: CN[C@H](C)[C@H]1N=C1C
total energy: -345.1999 Eh
ΔE to the lowest compared entry with this formula, charge and spin: 335.96 kJ/mol
E_HOMO: -7.9 eV
frontier orbital gap: 8.92 eV

```
20
Properties=species:S:1:pos:R:3:forces:R:3
C 2.075 -0.113 -1.463 -3.145 -0.708 0.231
N 1.022 -0.591 -0.499 0.322 -3.149 -0.593
C 0.813 -0.070 0.774 1.523 3.128 0.022
C 0.131 -0.922 1.788 0.554 -0.764 -0.828
C -0.105 1.156 0.526 0.651 0.032 0.510
N -0.387 1.607 -0.882 -1.760 -1.664 0.605
C -1.278 0.909 -0.269 2.721 2.681 -1.166
C -2.545 0.317 -0.542 -1.918 -2.079 -2.471
H 2.973 0.237 -0.983 0.382 -0.179 0.480
H 2.250 -1.016 -2.090 0.198 1.172 -0.046
H 1.579 0.770 -1.961 0.978 -0.982 -0.208
H 0.450 -1.455 -0.582 1.489 0.867 -1.009
H 1.825 0.244 1.194 -1.079 0.063 -0.225
H 0.752 -1.771 2.061 0.507 0.443 1.148
H -0.635 -1.487 1.320 -1.529 -0.090 -0.679
H -0.301 -0.228 2.493 0.107 -0.547 0.920
H 0.016 2.012 1.150 -0.368 0.363 1.045
H -2.583 -0.762 -0.166 -0.184 1.577 -0.201
H -2.686 0.224 -1.727 0.245 0.406 2.535
H -3.369 0.938 -0.141 0.306 -0.571 -0.070
```
Positions in Å, forces in eV/Å.